Record 1
C29H26AuN4O2P2Se2 | ωB97M-V/def2-TZVPD

Each line ends with the Löwdin charge.
Element x y z (Å)
Au  -3.22683  1.23998  -1.80746  0.8843
N  -5.22969  1.48224  -2.53378  -0.0893
C  -6.04346  2.42339  -1.74567  -0.2442
C  -6.02762  2.04620  -0.27594  -0.1128
C  -4.85135  2.79374  0.52438  -0.7284
O  -5.24076  3.41559  1.48323  0.0452
O  -3.71523  2.61511  0.05735  -0.1170
H  -5.19124  1.79044  -3.50315  0.1052
H  -5.68297  0.56929  -2.51796  0.1018
H  -7.08273  2.42142  -2.09984  0.1238
H  -5.64386  3.43194  -1.89355  0.1303
H  -5.83427  0.97760  -0.14891  0.0736
H  -6.95432  2.31452  0.22727  0.1125
Se  1.91372  1.10739  2.40418  0.7341
P  2.31464  0.91679  0.30830  0.6964
C  3.34183  2.24974  -0.37133  -0.3648
C  3.97581  3.13706  0.49069  -0.0949
C  4.84075  4.08889  -0.02395  -0.0569
C  5.06759  4.15376  -1.39009  -0.0486
C  4.43241  3.26648  -2.24840  -0.0501
C  3.57243  2.30888  -1.74552  -0.1059
C  3.16336  -0.64546  -0.10865  -0.3247
C  2.54042  -1.83713  0.24599  -0.0961
C  3.11718  -3.04754  -0.09393  -0.0517
C  4.32959  -3.06273  -0.76728  -0.0451
C  4.97119  -1.87597  -1.08569  -0.0499
C  4.39570  -0.66084  -0.75263  -0.0627
C  0.74420  0.95226  -0.57496  -0.3901
C  -0.54966  0.41313  -0.49297  -0.3787
N  -1.24955  1.09654  -1.43808  -0.2196
N  -0.47011  1.96550  -2.01927  -0.0166
N  0.71251  1.90009  -1.52635  0.0088
P  -1.39579  -0.92351  0.37749  0.6691
Se  -3.43829  -1.09023  -0.31568  0.4312
C  -1.38834  -0.70377  2.18281  -0.3574
C  -2.45673  -0.00168  2.73490  -0.0897
C  -2.52572  0.18188  4.10316  -0.0401
C  -1.53055  -0.32951  4.92231  -0.0495
C  -0.46548  -1.02755  4.37412  -0.0850
C  -0.39026  -1.22461  3.00543  -0.1718
C  -0.63548  -2.47877  -0.16052  -0.4045
C  -0.20152  -2.56930  -1.48160  -0.0925
C  0.22227  -3.78872  -1.97502  -0.0600
C  0.20397  -4.91069  -1.15910  -0.0682
C  -0.24185  -4.81820  0.15071  -0.0622
C  -0.67778  -3.60486  0.65384  -0.0829
H  3.79455  3.08556  1.55751  0.0648
H  5.33862  4.77264  0.64863  0.1143
H  5.74373  4.89609  -1.78954  0.1150
H  4.60982  3.31265  -3.31375  0.1159
H  3.07323  1.61878  -2.40940  0.1096
H  1.60702  -1.80005  0.79333  0.0661
H  2.62218  -3.97261  0.15943  0.1062
H  4.78646  -4.00368  -1.02708  0.1146
H  5.92068  -1.89194  -1.60057  0.1157
H  4.90064  0.26617  -0.98883  0.1051
H  -3.23504  0.39338  2.09413  0.0709
H  -3.35975  0.72323  4.52312  0.1207
H  -1.59084  -0.19315  5.99158  0.1150
H  0.31107  -1.42410  5.01249  0.1138
H  0.43653  -1.78808  2.59622  0.0815
H  -0.21110  -1.69132  -2.11564  0.1124
H  0.55021  -3.86745  -2.99946  0.1145
H  0.51292  -5.86428  -1.55792  0.1133
H  -0.26844  -5.69965  0.77330  0.1144
H  -1.06062  -3.53096  1.66359  0.1116

Forces on atoms 1 to 3 (eV/Å):
Au -1.2 -0.1 0.1
N 0.6 -0.3 -0.1
C -0.6 0.4 0.5

Orbital gap (alpha / beta): 7.536 / 3.920 eV
F_max: 4.0 eV/A
Total charge: +1
Multiplicity: 3
HOMO level (alpha / beta): -10.44 / -10.34 eV
LUMO level (alpha / beta): -2.90 / -6.42 eV

Record 2
C19H60N2O11 | ωB97M-V/def2-TZVPD

Each line ends with the Löwdin charge.
Element x y z (Å)
C  3.75400  15.93200  15.43400  -0.0907
C  4.71400  15.40400  16.42000  -0.3568
O  6.01300  15.43200  15.87500  -0.0714
H  4.08000  16.88600  15.07000  0.0579
H  2.73100  16.05900  15.98400  0.0868
H  3.63200  15.22400  14.56600  0.0947
H  4.43400  14.43600  16.77100  0.0953
H  4.77400  15.99500  17.35700  0.1103
H  6.02300  14.86500  15.07700  0.0973
C  -1.27600  18.52400  12.82900  -0.0838
C  -1.73000  17.45200  11.88900  -0.3528
O  -3.08300  17.63400  11.74400  -0.0452
H  -1.53800  18.29300  13.82600  0.0382
H  -1.64100  19.57500  12.65900  0.1108
H  -0.18900  18.58800  12.72900  0.0497
H  -1.52500  16.47800  12.34900  0.0963
H  -1.16100  17.53500  10.97200  0.1016
H  -3.45000  16.81300  11.40700  0.0888
C  3.89400  19.37500  19.29900  -0.0815
C  3.34400  17.99700  18.93100  -0.2887
O  2.01800  18.01000  19.46500  -0.0898
H  4.95600  19.46300  19.20600  0.0617
H  3.69700  19.51400  20.38700  0.0926
H  3.42700  20.20500  18.76400  0.0704
H  3.90100  17.27700  19.53200  0.1096
H  3.30100  17.78400  17.86200  0.0845
H  1.38300  17.70000  18.82700  0.0217
C  1.90600  12.87100  12.32400  -0.0917
C  1.68300  13.82100  11.16700  -0.3195
O  0.56300  14.63100  11.35500  -0.0935
H  1.94300  13.35000  13.26000  0.0315
H  2.85000  12.28500  12.26400  0.0957
H  1.06200  12.18600  12.42000  0.0736
H  1.50700  13.15800  10.32600  0.1048
H  2.63100  14.37400  10.89700  0.1281
H  0.86900  15.45700  11.03400  0.0041
C  -1.24100  19.90700  16.37300  -0.0910
C  -0.72600  19.80100  17.76900  -0.3460
O  -1.34600  20.82800  18.48400  -0.0543
H  -2.24200  19.57000  16.31500  0.0644
H  -0.49600  19.25600  15.83400  0.0623
H  -1.12000  20.94500  15.96800  0.1044
H  0.33600  19.99700  17.76500  0.0950
H  -0.85400  18.78600  18.12900  0.0946
H  -2.19800  20.57100  18.84200  0.0878
C  0.28600  16.40900  14.91200  -0.0662
C  -0.42600  16.55500  16.29500  -0.3553
O  0.44200  16.88600  17.24500  -0.0637
H  0.86200  15.48600  14.89400  0.0576
H  0.89300  17.29400  14.64700  0.0579
H  -0.45300  16.33100  14.12200  0.0447
H  -0.86600  15.52600  16.29100  0.0941
H  -1.25100  17.23100  16.24400  0.0819
H  0.69200  16.02000  17.58400  0.0492
C  1.77600  14.09300  18.39400  -0.0567
C  0.52100  14.32700  19.26700  -0.2706
O  0.52300  15.60600  19.81300  -0.0895
H  1.93300  13.07600  17.95200  0.1077
H  2.72000  14.39600  18.74500  0.0587
H  1.72100  14.63400  17.49300  0.0193
H  0.64700  13.60300  20.12400  0.1329
H  -0.44500  14.14300  18.78200  0.1152
H  1.20600  15.76000  20.43800  0.0928
C  2.64700  17.11900  12.35400  -0.0698
C  2.06000  17.89800  11.21100  -0.2589
O  1.41900  16.96100  10.33100  -0.0922
H  1.94000  16.43700  12.78400  0.0478
H  3.10200  17.75500  13.09800  0.0679
H  3.52000  16.50200  12.04600  0.0996
H  2.80600  18.45400  10.75300  0.0956
H  1.29300  18.59800  11.48400  0.0870
H  1.16000  17.42600  9.51800  0.1157
C  -0.93300  13.32300  14.60600  -0.6168
O  0.23200  12.90100  15.22700  -0.1235
N  -1.02400  13.41100  13.32600  0.1708
N  -2.04200  13.62200  15.28400  0.1574
H  -0.21100  13.78900  12.79800  0.0701
H  -1.84000  13.58000  12.74400  0.1269
H  -2.04300  13.62600  16.31100  0.1089
H  -2.66500  14.28200  14.89600  0.0920
C  2.29800  19.48200  15.68800  -0.1636
O  3.70600  19.55100  15.66000  -0.1165
H  1.87600  19.49500  14.71500  0.0677
H  2.02200  20.43500  16.12300  0.0801
H  1.97300  18.73500  16.41800  0.0588
H  3.99400  19.77100  16.55400  0.0589
C  -2.93100  16.09400  18.41100  -0.1412
O  -2.31200  15.76600  19.68900  -0.1395
H  -2.73600  15.45300  17.57000  0.0292
H  -2.64100  17.15200  18.17500  0.0767
H  -4.04400  16.06400  18.42800  0.0869
H  -1.30800  15.87200  19.63700  0.0566

Forces on atoms 1 to 3 (eV/Å):
C -2.8 -0.4 0.4
C 0.8 0.7 0.9
O 0.8 -0.8 -0.6

Orbital gap: 9.583 eV
F_max: 8.0 eV/A
Energy above the lowest of the compared OMol25 structures with the same formula, charge and spin: 8.7 kcal/mol
Total charge: 0
Multiplicity: 1
HOMO level: -9.43 eV
LUMO level: 0.15 eV

Record 3
C5H10NO2 | ωB97M-V/def2-TZVPD

Each line ends with the Löwdin charge.
Element x y z (Å)
C  0.28173  0.66961  -0.93950  -0.1295
C  -0.31375  1.17500  0.34825  -0.0922
C  0.85260  1.44388  1.65665  -0.2918
O  0.18639  2.05696  2.59512  0.0012
C  0.95581  -0.68928  -0.84898  -0.4773
N  0.12102  -1.80706  -0.77102  0.0145
C  -1.30568  -1.74762  -0.57276  -0.1061
O  2.14997  -0.91220  -0.82546  0.0553
H  -0.46035  0.64434  -1.73814  0.1258
H  1.05680  1.37296  -1.22577  0.1220
H  -0.71718  2.20610  0.28323  0.1125
H  -1.13884  0.68242  0.82194  0.0792
H  1.17417  0.42144  1.86434  0.1087
H  1.70007  2.00092  1.22739  0.1094
H  0.55200  -2.65835  -0.46840  0.1299
H  -1.68493  -0.73455  -0.48885  0.0469
H  -1.63324  -1.88865  0.49339  0.1071
H  -1.77658  -2.23593  -1.41143  0.0843

Forces on atoms 1 to 3 (eV/Å):
C 0.7 -0.1 0.1
C 0.6 2.3 2.0
C -0.3 -0.7 -2.2

Orbital gap (alpha / beta): 10.548 / 8.177 eV
F_max: 3.1 eV/A
Energy above the lowest of the compared OMol25 structures with the same formula, charge and spin: 32.1 kcal/mol
Total charge: 0
Multiplicity: 2
HOMO level (alpha / beta): -9.83 / -9.84 eV
LUMO level (alpha / beta): 0.72 / -1.66 eV

Record 4
C2H7N3O2 | ωB97M-V/def2-TZVPD

Each line ends with the Löwdin charge.
Element x y z (Å)
C  -1.10482  -0.06330  -0.23386  -0.6737
C  -0.22823  -0.91645  0.37209  -0.1546
N  0.83533  -1.36058  -0.39121  0.0783
N  0.68891  1.15005  0.87054  0.0363
N  1.23885  1.32918  -0.30978  -0.0353
O  -1.01636  0.39876  -1.40398  -0.0055
O  -2.03624  0.43938  0.54279  0.0825
H  -0.50324  -1.26957  1.41805  0.1517
H  1.29678  -2.29034  -0.33618  0.1323
H  0.67027  -1.06375  -1.29945  0.0581
H  -0.10389  1.74647  0.89960  0.0501
H  0.56058  1.42397  -1.14805  0.1246
H  1.74018  0.49712  -0.38795  0.0323
H  -2.03813  -0.02093  1.40737  0.1230

Forces on atoms 1 to 3 (eV/Å):
C -0.3 1.7 -2.9
C 1.5 -1.5 2.4
N 0.6 -1.5 1.8

Orbital gap (alpha / beta): 8.216 / 7.759 eV
F_max: 3.4 eV/A
Energy above the lowest of the compared OMol25 structures with the same formula, charge and spin: 104.7 kcal/mol
Total charge: 0
Multiplicity: 1
HOMO level (alpha / beta): -7.72 / -7.79 eV
LUMO level (alpha / beta): 0.49 / -0.03 eV

> Look up the multiplicity of the second one.

1

> What is the multiplicity in the fourth record?

1

> F_max of number 4 (C2H7N3O2)?

3.4 eV/A

> The highest F_max belongs to which entry?

C19H60N2O11